{
  "formula": "C3H4N2O",
  "method": "ωB97M-V/def2-TZVPD",
  "de_lowest_ev": 0.5306,
  "energy_ev": -8203.355,
  "lumo_energy_ev": 0.83,
  "largest_force_ev_per_a": 4.215,
  "molar_mass_g_mol": 84.08,
  "multiplicity": 1,
  "species": ["C", "O", "H", "C", "H", "H", "C", "N", "N", "H"],
  "positions_angstrom": [[1.08, -0.57, -0.03], [-2.45, -0.04, -0.05], [-0.74, 2.00, 0.27], [-1.22, -0.13, 0.02], [1.61, 1.47, -0.16], [-0.49, -2.10, -0.13], [0.91, 0.70, -0.04], [-0.43, 1.00, -0.01], [-0.25, -1.14, 0.04], [1.96, -1.19, 0.11]],
  "nbo_charge": [-0.103, -0.647, 0.428, 0.739, 0.216, 0.419, -0.073, -0.599, -0.608, 0.228]
}



{
  "formula": "C5H9N2O2",
  "method": "ωB97M-V/def2-TZVPD",
  "de_lowest_ev": 3.1509,
  "energy_ev": -12397.805,
  "charge": 1,
  "lumo_energy_ev": -4.07,
  "largest_force_ev_per_a": 5.211,
  "molar_mass_g_mol": 129.14,
  "multiplicity": 1,
  "species": ["H", "H", "H", "O", "C", "H", "C", "O", "C", "C", "H", "N", "N", "C", "H", "H", "H", "H"],
  "positions_angstrom": [[3.15, 1.89, -0.07], [2.96, -0.58, -0.44], [-1.46, -1.53, 0.46], [0.58, -1.55, 0.63], [0.98, -0.53, -0.29], [-3.00, -0.82, 0.01], [-1.12, 0.62, 0.21], [-1.81, 1.70, 0.69], [0.99, 1.84, 0.06], [-1.85, -0.68, -0.05], [1.30, -1.68, 1.23], [0.17, 0.67, 0.05], [2.24, -0.03, -0.10], [2.25, 1.35, 0.03], [-1.55, -0.87, -1.15], [0.73, -0.86, -1.23], [0.56, 2.74, 0.30], [-2.42, 1.73, 1.38]],
  "nbo_charge": [0.250, 0.424, 0.301, -0.705, 0.407, 0.284, 0.738, -0.675, -0.137, -0.744, 0.500, -0.333, -0.610, 0.061, 0.251, 0.187, 0.254, 0.546]
}



{
  "formula": "C16H57F3N24O13Si2",
  "method": "ωB97M-V/def2-TZVPD",
  "energy_ev": -103815.941,
  "lumo_energy_ev": -0.20,
  "largest_force_ev_per_a": 3.209,
  "molar_mass_g_mol": 906.95,
  "multiplicity": 1,
  "species": ["H", "N", "C", "H", "N", "H", "H", "H", "H", "H", "H", "H", "H", "H", "H", "N", "H", "N", "C", "H", "C", "C", "H", "H", "N", "H", "N", "H", "H", "H", "H", "N", "C", "H", "H", "N", "N", "H", "N", "H", "N", "Si", "N", "C", "C", "O", "C", "H", "F", "H", "H", "H", "O", "H", "N", "O", "O", "H", "H", "H", "C", "N", "N", "H", "H", "N", "H", "Si", "N", "H", "H", "O", "H", "H", "F", "C", "O", "O", "N", "H", "H", "H", "H", "H", "H", "O", "N", "H", "H", "N", "N", "N", "N", "C", "C", "H", "C", "H", "H", "C", "O", "C", "H", "O", "H", "H", "O", "F", "O", "H", "C", "H", "N", "H", "O"],
  "positions_angstrom": [[0.67, -4.07, -2.80], [2.02, 0.01, 5.92], [-3.02, -1.58, -7.87], [1.44, 0.56, 0.21], [1.20, 4.78, 1.45], [2.05, -2.50, 5.93], [1.74, -2.36, -1.73], [1.42, -0.63, 11.12], [-1.49, -3.99, -8.31], [1.42, 3.23, 14.94], [0.54, -4.92, -7.49], [0.61, 5.58, 1.55], [1.98, 1.01, 5.81], [-4.57, 1.50, -11.67], [-0.76, -2.36, -3.43], [4.77, 1.16, 0.73], [1.78, 0.94, 14.66], [1.86, -2.09, 5.04], [5.78, 2.05, 0.62], [-1.49, -1.93, 6.63], [0.86, 3.68, 0.73], [-2.00, 7.21, -11.27], [1.09, 0.14, 13.28], [-2.96, 1.81, 6.57], [-1.97, 6.42, -12.37], [-3.94, -1.51, -9.87], [-0.90, 7.99, -11.09], [2.21, -0.36, 6.84], [-0.65, 2.93, -0.39], [0.48, 2.15, 9.19], [-2.77, 5.83, -12.52], [1.62, -1.49, -1.24], [1.79, -0.75, 4.82], [-1.43, 1.50, 5.84], [2.22, -0.14, 1.60], [1.89, -0.23, 0.65], [-4.43, 2.10, -10.88], [4.90, 0.18, 0.85], [2.06, -0.35, 10.40], [0.84, -6.33, 0.26], [-1.39, -0.96, 6.37], [-0.06, -1.43, -9.12], [1.31, -3.78, -3.52], [0.67, 2.12, 13.34], [-4.47, 3.44, -11.10], [-2.94, 7.23, -10.49], [-0.07, -3.07, 10.77], [7.20, 0.53, 0.80], [-2.21, 0.01, -6.27], [2.10, 4.78, 1.89], [-4.10, 3.83, -9.08], [-4.29, 5.20, -10.12], [1.61, 2.71, 0.62], [-0.30, -1.31, -4.73], [-0.10, -2.09, -4.14], [1.55, -0.27, 3.73], [2.64, 1.03, 8.69], [-0.88, 8.59, -10.29], [-1.83, -0.47, -10.60], [-0.84, -4.40, 12.08], [1.09, -2.73, -4.35], [-2.23, -5.76, -0.42], [-2.23, 1.16, 6.34], [1.69, -2.69, 4.25], [-1.19, -2.63, 9.06], [0.68, 1.36, 9.78], [7.81, 2.14, 0.60], [-0.10, -4.28, -8.66], [1.23, 0.99, 13.81], [-1.21, 6.39, -13.02], [-2.81, -5.11, -0.94], [-3.40, -0.51, 7.32], [-2.68, -6.51, 0.08], [-0.01, -5.22, -9.79], [-3.04, -2.63, -6.91], [-2.41, -0.13, 6.71], [0.85, -2.90, -9.06], [0.96, -2.84, 11.39], [7.03, 1.51, 0.68], [2.91, -0.87, 10.27], [0.32, -1.81, 9.23], [-0.57, -0.67, 5.88], [-1.87, -4.14, 10.71], [-0.99, 4.51, 0.23], [-0.56, -7.22, 0.77], [-4.67, 3.92, -12.20], [-1.02, -3.94, 11.21], [0.02, 1.11, 10.49], [-0.34, -0.85, -7.79], [-0.37, 3.73, 0.15], [-4.27, 4.20, -9.99], [-0.16, -6.46, 0.26], [-0.36, -2.47, 9.58], [1.84, 0.70, 9.57], [-3.08, -0.28, -7.33], [-3.11, -3.07, -9.47], [-2.99, -1.94, -9.40], [-0.11, 8.00, -11.72], [-4.26, 1.68, -9.98], [-0.89, -5.56, -0.45], [5.60, 3.25, 0.47], [-1.66, -1.52, -10.18], [3.83, 1.53, 0.69], [1.88, -2.39, -5.21], [1.17, -0.73, -1.71], [-1.50, -2.22, -11.06], [2.63, -2.37, 0.59], [-3.97, 0.69, -7.74], [0.01, 2.15, 12.31], [2.18, -4.28, -3.63], [2.08, -1.42, 0.04], [0.48, 4.09, 13.77], [0.89, 3.23, 14.09], [0.81, -0.43, -9.79], [-0.38, -4.63, -1.06]],
  "lowdin_charge": [0.050, 0.165, -0.179, 0.062, 0.159, 0.094, 0.065, 0.057, -0.069, 0.096, -0.057, 0.095, 0.109, 0.102, 0.097, 0.164, 0.098, 0.158, -0.699, 0.094, -0.671, -0.691, 0.093, 0.105, 0.161, 0.119, 0.146, 0.074, 0.105, 0.108, 0.092, 0.162, -0.706, 0.095, 0.069, 0.157, 0.150, 0.094, 0.160, 0.113, 0.163, 0.550, 0.153, -0.670, -0.695, 0.011, -0.685, 0.090, 0.047, 0.113, 0.095, 0.086, 0.022, 0.089, 0.160, 0.018, -0.011, 0.104, 0.080, 0.107, -0.712, 0.153, 0.155, 0.111, 0.090, 0.164, 0.099, 0.569, 0.162, 0.095, 0.107, 0.009, 0.095, -0.068, -0.008, -0.700, -0.498, 0.000, 0.139, 0.112, 0.082, 0.066, 0.098, 0.094, 0.096, 0.010, 0.155, 0.071, -0.018, 0.152, 0.165, 0.158, 0.167, -0.692, -0.194, 0.104, -0.199, 0.093, 0.067, -0.675, 0.007, -0.301, 0.068, 0.016, 0.090, 0.089, -0.010, 0.069, 0.008, 0.114, -0.691, 0.108, 0.154, -0.028, 0.011]
}



{
  "formula": "C19H44BrCrNOP",
  "method": "ωB97M-V/def2-TZVPD",
  "de_lowest_ev": 0.1550,
  "energy_ev": -131679.071,
  "charge": 3,
  "lumo_energy_ev": [-13.99, -12.30],
  "largest_force_ev_per_a": 2.682,
  "molar_mass_g_mol": 465.44,
  "multiplicity": 5,
  "species": ["H", "C", "H", "C", "C", "H", "H", "Cr", "H", "C", "H", "H", "H", "C", "H", "H", "Br", "C", "H", "H", "H", "H", "C", "C", "C", "H", "H", "H", "C", "H", "H", "C", "C", "C", "H", "H", "H", "C", "C", "C", "H", "H", "C", "H", "N", "P", "H", "O", "H", "H", "H", "H", "C", "H", "C", "H", "H", "H", "H", "H", "H", "H", "H", "H", "H", "H", "H", "H"],
  "positions_angstrom": [[15.18, 6.81, -17.27], [13.53, 4.71, -15.64], [21.40, -0.57, -17.88], [15.98, 4.77, -17.33], [12.83, 1.90, -19.66], [10.09, 4.57, -12.49], [19.02, -0.24, -17.53], [18.40, 0.97, -21.36], [13.69, 1.42, -19.16], [17.27, 8.33, -18.21], [17.61, 6.83, -16.67], [15.15, 0.71, -15.13], [16.40, 3.46, -14.70], [17.35, -1.52, -15.82], [18.09, 1.98, -13.49], [11.57, 4.19, -16.06], [17.57, 1.18, -19.00], [16.46, 2.38, -14.83], [11.29, 3.18, -12.62], [13.94, 3.11, -21.08], [11.49, 3.47, -19.37], [16.90, -1.57, -14.84], [15.93, 6.23, -17.82], [11.60, 4.90, -13.95], [18.77, -1.11, -15.68], [11.82, 2.70, -17.86], [10.92, 5.70, -14.24], [21.46, -1.31, -16.39], [14.61, 2.16, -16.63], [10.06, 3.40, -13.85], [12.06, 1.12, -19.61], [12.19, 4.17, -15.16], [15.09, 1.79, -15.19], [13.22, 2.29, -21.08], [14.36, 2.10, -14.44], [16.61, 2.26, -12.65], [16.91, 0.69, -13.50], [17.29, 6.90, -17.71], [13.36, 4.13, -18.48], [10.69, 3.93, -13.14], [16.80, -0.83, -16.48], [21.02, 0.40, -16.27], [20.95, -0.48, -16.89], [17.05, 8.24, -19.27], [19.54, -0.99, -17.01], [14.42, 3.92, -16.97], [18.29, 8.71, -18.23], [19.28, -0.81, -14.67], [12.42, 5.26, -13.33], [16.49, 4.68, -16.37], [14.14, 4.17, -19.24], [12.89, 5.11, -18.46], [17.02, 1.77, -13.54], [19.48, -1.80, -17.62], [12.30, 3.04, -18.78], [13.69, 1.41, -21.52], [13.33, 5.71, -16.05], [15.50, 6.32, -18.82], [17.19, 2.17, -15.62], [14.25, 4.91, -14.85], [17.25, -2.51, -16.29], [18.04, 6.34, -18.28], [16.53, 4.14, -18.03], [13.59, 1.78, -16.80], [12.32, 2.49, -21.66], [15.17, 1.49, -17.29], [16.60, 9.01, -17.69], [12.25, 3.10, -14.95]],
  "nbo_charge": [0.220, -0.765, 0.237, -0.730, -0.391, 0.238, 0.437, 1.576, 0.160, -0.607, 0.203, 0.211, 0.205, -0.747, 0.223, 0.211, -0.550, -0.398, 0.205, 0.188, 0.244, 0.293, -0.408, -0.400, 0.712, 0.220, 0.227, 0.258, -0.782, 0.205, 0.235, -0.393, -0.394, -0.613, 0.233, 0.239, 0.200, -0.384, -0.724, -0.592, 0.237, 0.268, -0.442, 0.204, -0.605, 1.615, 0.235, -0.390, 0.205, 0.254, 0.229, 0.276, -0.608, 0.446, -0.415, 0.203, 0.269, 0.216, 0.164, 0.255, 0.272, 0.189, 0.229, 0.278, 0.243, 0.244, 0.229, 0.200]
}